Formula: C4H8O2
Source: OMol25
Level of theory: ωB97M-V with the def2-TZVPD basis set

Atoms and positions in Å:
C 2.4473 0.3376 0.4938
C 1.2807 0.2060 -0.1524
O 1.2778 0.0668 -1.5052
O 0.0779 0.1930 0.4295
C -1.1018 -0.0312 -0.3557
C -2.2227 -0.3088 0.6294
H 2.5657 0.1795 1.5515
H 3.2716 0.7534 -0.0733
H 2.1805 -0.2511 -1.6503
H -0.9433 -0.8681 -1.0440
H -1.3210 0.8617 -0.9586
H -1.9868 -1.1928 1.2307
H -2.3616 0.5414 1.3063
H -3.1643 -0.4875 0.0983

The value obtained for the HOMO energy is -0.304 Eh. The molar mass comes out at 88.11 g mol⁻¹. The largest force on an atom is 0.60 eV/A. The calculation puts the LUMO energy at 0.87 eV. The calculation puts the HOMO-LUMO gap at 0.3363 hartree. The value obtained for the energy relative to the best compared isomer or geometry (same formula, charge and spin) is 171.1 kJ/mol.

Atomic partial charges in e from the Löwdin method, atoms 1 to 8: 0.042 -0.495 0.061 -0.015 -0.230 -0.072 0.051 0.056

Formula: C2H6INO
Source: OMol25
Level of theory: ωB97M-V with the def2-TZVPD basis set

Atoms and positions in Å:
C 0.5636 1.6125 -0.5822
N 0.7360 0.3152 -0.4431
C 1.3422 -0.2055 0.8282
O 0.3208 -0.4292 -1.3836
H 0.0447 2.0300 -1.4389
H 1.0119 2.4255 -0.0666
H 0.3489 -0.3402 1.4045
H 1.7440 -1.1416 0.6754
H 1.9316 0.5825 1.0916
I -4.6870 -2.8261 -0.1889
H -3.3567 -2.0230 0.1037

The value obtained for the HOMO energy is -0.321 Eh. The molar mass comes out at 186.98 g mol⁻¹. The largest force on an atom is 5.63 eV/A. The calculation puts the LUMO energy at 0.51 eV. The calculation puts the HOMO-LUMO gap at 0.3395 hartree. The value obtained for the energy relative to the best compared isomer or geometry (same formula, charge and spin) is 189.9 kJ/mol.

Atomic partial charges in e from the Löwdin method, atoms 1 to 8: 0.038 -0.384 0.044 -0.095 0.084 0.061 0.138 0.065

Formula: C16H14MoN2O2Se4
Source: OMol25
Level of theory: ωB97M-V with the def2-TZVPD basis set

Atoms and positions in Å:
Mo -0.2178 0.0894 0.2594
O 0.6295 -1.5676 0.1452
C 0.4787 -2.8717 0.1029
C 1.6004 -3.7092 0.0892
C 1.4023 -5.0683 0.0570
C 0.1086 -5.6209 0.0342
C -0.9856 -4.7948 0.0423
C -0.8148 -3.3980 0.0791
C -1.9399 -2.5186 0.0554
N -1.9297 -1.2222 0.0653
C -3.2830 -0.6472 0.0015
C -3.2761 0.8708 0.0180
N -1.9174 1.4295 0.0863
C -1.9101 2.7230 0.0774
C -0.7711 3.5849 0.0858
C -0.9229 4.9828 0.0553
C 0.1830 5.7941 0.0308
C 1.4674 5.2237 0.0310
C 1.6465 3.8605 0.0555
C 0.5145 3.0392 0.0853
O 0.6492 1.7320 0.1270
H 2.5810 -3.2514 0.1096
H 2.2606 -5.7277 0.0516
H -0.0190 -6.6941 0.0096
H -1.9884 -5.2051 0.0203
H -2.9146 -3.0067 0.0087
H -3.8530 -1.0254 0.8511
H -3.7676 -1.0037 -0.9080
H -3.8402 1.2369 0.8768
H -3.7602 1.2501 -0.8826
H -2.8774 3.2261 0.0408
H -1.9199 5.4075 0.0505
H 0.0695 6.8690 0.0098
H 2.3350 5.8703 0.0135
H 2.6205 3.3910 0.0601
Se -0.3842 0.0532 2.6351
Se 1.8910 -0.3430 3.2333
Se 3.3477 0.8574 1.8227
Se 3.4290 0.0280 -0.2941

The value obtained for the HOMO energy is -0.217 Eh. The molar mass comes out at 678.08 g mol⁻¹. The largest force on an atom is 1.10 eV/A. The calculation puts the LUMO energy at -0.78 eV. The calculation puts the HOMO-LUMO gap at 0.1885 hartree. The value obtained for the energy relative to the best compared isomer or geometry (same formula, charge and spin) is 84.8 kJ/mol.

Atomic partial charges in e from the Löwdin method, atoms 1 to 8: 1.348 -0.361 -0.300 0.022 -0.049 -0.077 -0.034 -0.141

Formula: C43H49BCsN11O6S2
Source: OMol25
Level of theory: ωB97M-V with the def2-TZVPD basis set

Atoms and positions in Å:
Cs 0.5459 1.5860 1.6692
N -2.2523 3.7100 4.7715
C -1.7515 3.6820 3.5306
N -1.7718 2.4557 3.0660
C -2.2760 1.7494 4.1075
N -2.5744 2.4663 5.1736
C -2.4682 0.2946 4.0767
C -3.2189 -0.3388 5.0731
N -3.4006 -1.6502 5.0915
C -2.8332 -2.3279 4.0951
C -2.0846 -1.7056 3.1100
N -1.8917 -0.3894 3.0932
H -2.2252 4.4669 5.4300
H -1.4065 4.5581 3.0081
H -3.6742 0.2519 5.8577
H -2.9802 -3.4027 4.0709
H -1.6220 -2.2753 2.3112
S 1.4316 -1.8586 2.9581
C 1.6298 -3.2136 2.0538
N 2.2334 -4.3470 2.4716
C 2.3947 -5.4634 1.5621
C 2.8557 -4.8975 0.2372
N 1.8375 -3.9913 -0.2465
C 1.5937 -3.9770 -1.6881
C 0.8601 -5.2122 -2.1517
C -0.4854 -5.3919 -1.8318
C -1.1497 -6.5411 -2.2284
C -0.4825 -7.5237 -2.9492
C 0.8528 -7.3503 -3.2765
C 1.5186 -6.1984 -2.8777
C 1.1334 -3.2210 0.6032
S -0.1874 -2.3265 0.1907
C 2.5459 -4.5630 3.8792
C 1.5172 -5.4317 4.5612
C 0.1960 -4.9944 4.6511
C -0.7568 -5.7789 5.2790
C -0.4045 -7.0090 5.8206
C 0.9059 -7.4500 5.7332
C 1.8620 -6.6619 5.1046
H 1.4629 -6.0262 1.4456
H 3.1469 -6.1303 1.9831
H 2.9750 -5.6890 -0.5027
H 3.8118 -4.3771 0.3578
H 2.5670 -3.9089 -2.1810
H 1.0361 -3.0719 -1.9154
H -1.0022 -4.6179 -1.2776
H -2.1969 -6.6653 -1.9829
H -1.0078 -8.4181 -3.2604
H 1.3763 -8.1075 -3.8471
H 2.5607 -6.0555 -3.1442
H 2.6010 -3.5825 4.3473
H 3.5324 -5.0300 3.9372
H -0.0790 -4.0278 4.2424
H -1.7760 -5.4217 5.3583
H -1.1522 -7.6174 6.3138
H 1.1879 -8.4073 6.1539
H 2.8889 -7.0060 5.0395
N 0.4253 1.4369 6.5278
H 0.6328 2.2378 5.9246
H -0.5865 1.3572 6.5206
H 0.7745 0.6145 6.0467
C 1.8169 -0.5017 -2.3634
C 3.2885 -0.5966 -2.5775
C 3.8098 0.0876 -3.8217
O 4.0430 -1.1644 -1.8093
H 1.2790 -0.7619 -3.2810
H 1.5383 0.5488 -2.1403
H 1.4943 -1.1398 -1.5468
H 3.2670 1.0173 -4.0006
H 3.6326 -0.5662 -4.6805
H 4.8777 0.2747 -3.7265
C 3.0391 4.7151 4.5198
C 1.8827 3.8631 3.9753
O 0.8194 3.8617 4.6455
O 2.0738 3.2356 2.9095
H 2.7525 5.7686 4.4783
H 3.9478 4.5690 3.9384
H 3.2148 4.4710 5.5688
C 0.5596 7.7407 -6.7630
C -0.6551 7.0921 -6.0826
C -1.3346 6.1730 -7.0991
C -1.6608 8.1889 -5.7025
C -0.1960 6.3364 -4.8324
C 0.3131 7.0542 -3.7487
C 0.7655 6.4336 -2.5846
C 0.7014 5.0565 -2.5238
O 1.0638 4.2091 -1.5360
B 0.7992 2.8416 -1.9620
O 0.2489 3.0091 -3.2991
C 0.2024 4.3262 -3.5999
C -0.2478 4.9399 -4.7531
H 0.2545 8.2840 -7.6638
H 1.2895 6.9796 -7.0472
H 1.0558 8.4421 -6.0900
H -1.6951 6.7644 -7.9450
H -2.1873 5.6516 -6.6609
H -0.6429 5.4225 -7.4878
H -2.0258 8.6980 -6.6003
H -1.2105 8.9386 -5.0511
H -2.5153 7.7599 -5.1764
H 0.3629 8.1363 -3.8031
H 1.1503 7.0104 -1.7526
H -0.6420 4.3298 -5.5541
N -3.0904 0.9937 -1.8392
C -4.1358 1.4244 -1.0393
O -3.8990 1.9290 0.0562
C -5.4670 1.2593 -1.5949
C -5.6678 0.6047 -2.8141
N -5.8339 0.0478 -3.8209
C -6.5916 1.7074 -0.8832
N -7.5419 2.0604 -0.3212
H -3.2853 0.4001 -2.6270
H -2.2135 0.8581 -1.3641

The value obtained for the HOMO energy is -0.055 Eh. The molar mass comes out at 1023.79 g mol⁻¹. The largest force on an atom is 1.64 eV/A. The calculation puts the LUMO energy at 2.68 eV. The calculation puts the HOMO-LUMO gap at 0.1540 hartree. As for the charge: -2. The value obtained for the energy relative to the best compared isomer or geometry (same formula, charge and spin) is 221.9 kJ/mol.

Atomic partial charges in e from the Löwdin method, atoms 1 to 8: 0.959 0.034 -0.173 0.005 -0.347 0.113 -0.194 -0.078

Formula: C5H12NS2
Source: OMol25
Level of theory: ωB97M-V with the def2-TZVPD basis set

Atoms and positions in Å:
C 0.4965 -0.3964 -2.6405
N -0.2220 0.1395 -1.3944
C 0.2876 -0.2084 0.0585
C 1.7056 0.2043 0.2484
S -0.3641 -1.8025 0.4413
C -0.7854 -0.0660 1.0416
C -0.5124 0.2837 2.5404
S -2.4220 0.7018 0.6123
H 1.5411 0.0595 -2.6400
H 0.8127 -1.3900 -2.4477
H -0.1658 -0.0444 -3.4638
H -1.0777 -0.3560 -1.2775
H -0.2673 1.2066 -1.4664
H 2.2450 -0.3085 -0.5938
H 2.0551 -0.1233 1.2473
H 1.5509 1.2400 0.1355
H -1.4563 0.2493 3.0933
H -0.2451 1.2879 2.5875
H 0.1725 -0.4558 3.0175
H -3.3488 -0.2213 0.9004

The value obtained for the HOMO energy is -0.493 Eh. The molar mass comes out at 150.29 g mol⁻¹. The largest force on an atom is 3.23 eV/A. The calculation puts the LUMO energy at -3.27 eV. The calculation puts the HOMO-LUMO gap at 0.3725 hartree. As for the charge: +1. The value obtained for the energy relative to the best compared isomer or geometry (same formula, charge and spin) is 219.3 kJ/mol.

Atomic partial charges in e from the Löwdin method, atoms 1 to 8: 0.027 -0.022 -0.808 -0.012 0.974 -0.874 -0.108 0.796

Formula: C18H40F6KNO12S2
Source: OMol25
Level of theory: ωB97M-V with the def2-TZVPD basis set

Atoms and positions in Å:
K -17.9119 -8.5209 -15.6569
C -14.1899 -10.9692 -16.8491
F -13.6036 -11.5624 -17.9505
F -15.3349 -11.5316 -16.3903
F -13.2893 -11.0526 -15.8367
S -14.4915 -9.0365 -17.2791
O -13.1493 -8.5116 -17.5619
O -15.4255 -9.1635 -18.4013
N -15.1687 -8.4944 -15.7739
S -14.0715 -7.5831 -15.1988
O -12.8612 -8.3112 -14.8105
O -13.8316 -6.3988 -15.9784
C -14.6361 -6.9688 -13.4167
F -15.9087 -6.6156 -13.4639
F -14.5214 -7.8891 -12.4769
F -13.8239 -6.0213 -13.1168
C -16.8849 -6.1414 -17.7581
O -18.1592 -6.6206 -17.4432
C -18.9349 -6.7427 -18.5821
C -20.2010 -7.5217 -18.3450
O -19.9029 -8.9021 -18.3186
C -21.0822 -9.7059 -18.2661
H -17.1119 -5.1457 -18.1390
H -16.2927 -6.7012 -18.4820
H -16.3337 -6.0477 -16.8224
H -18.4149 -7.2041 -19.4217
H -19.3050 -5.7720 -18.9121
H -20.9157 -7.3217 -19.1433
H -20.7688 -7.2063 -17.4697
H -21.8031 -9.6080 -19.0778
H -21.6144 -9.5185 -17.3335
H -20.6979 -10.7145 -18.4179
C -19.9331 -2.3575 -13.4046
O -18.7762 -3.2887 -13.3295
C -19.1605 -4.6613 -13.4632
C -19.3310 -5.1366 -14.9217
O -19.9138 -6.4513 -15.2319
C -21.3601 -6.4575 -15.0342
H -20.5144 -2.4267 -12.4852
H -20.5236 -2.4126 -14.3191
H -19.4426 -1.3855 -13.3521
H -20.1043 -4.7769 -12.9303
H -18.4763 -5.3465 -12.9628
H -18.2823 -5.2329 -15.2030
H -19.8205 -4.3937 -15.5514
H -21.6294 -6.2995 -13.9899
H -21.6981 -7.4696 -15.2568
H -21.8374 -5.7190 -15.6783
C -14.2441 -4.0221 -22.3904
O -14.2313 -3.2885 -21.2505
C -14.4155 -3.9978 -20.0597
C -13.0903 -4.7062 -19.6429
O -12.8258 -5.8474 -20.4041
C -11.8925 -6.6162 -19.7636
H -13.1892 -4.2268 -22.5731
H -14.6183 -3.3706 -23.1802
H -14.7342 -4.9948 -22.3496
H -15.3551 -4.5483 -20.1067
H -14.5788 -3.2616 -19.2726
H -13.1584 -4.9856 -18.5915
H -12.2585 -4.0224 -19.8118
H -10.9830 -6.2064 -20.2028
H -12.0115 -7.5869 -20.2449
H -12.0042 -6.6879 -18.6817
C -15.9922 -11.4691 -23.0969
O -16.6190 -12.0687 -21.9851
C -16.3914 -11.3671 -20.7674
C -17.1357 -11.9709 -19.5764
O -16.6833 -13.2612 -19.1165
C -17.2238 -13.6203 -17.8504
H -15.9810 -10.3795 -23.0684
H -16.4914 -11.7752 -24.0163
H -14.9545 -11.7794 -23.2187
H -16.8263 -10.3886 -20.9707
H -15.3318 -11.3103 -20.5182
H -18.2126 -11.9478 -19.7430
H -16.9252 -11.2687 -18.7696
H -16.6342 -14.3290 -17.2689
H -18.2672 -13.9356 -17.8511
H -17.1542 -12.7895 -17.1482

The value obtained for the HOMO energy (alpha / beta) is -0.409 / -0.409 Eh. The molar mass comes out at 679.73 g mol⁻¹. The multiplicity is 2. The largest force on an atom is 5.65 eV/A. The calculation puts the LUMO energy (alpha / beta) at -3.36 / -8.72 eV. The calculation puts the HOMO-LUMO gap (alpha / beta) at 0.2855 / 0.0885 hartree. The expectation value of S² is 0.7645. As for the charge: +1.

Atomic partial charges in e from the Löwdin method, atoms 1 to 8: 0.861 -0.497 0.142 0.120 0.124 0.742 -0.265 -0.262